# 1
A 2-piece molecular cluster, C5H12NO overall, computed with wB97M-V/def2-TZVPD.

```
19
C5H12NO, DFT wB97M-V/def2-TZVPD
C 0.15159 1.28226 -0.96882
C -0.59115 1.33684 0.29636
C 1.76913 -1.53842 1.20781
C -0.45995 -2.00977 -0.09153
C 0.91126 -2.05613 0.06999
N -1.47821 2.75688 0.16688
O -0.90836 0.43946 -0.82729
H -0.00706 2.03178 -1.82929
H 1.19218 0.93130 -0.92605
H 1.61679 -2.16664 2.10428
H 1.31676 -0.59576 1.31010
H 2.79514 -1.46245 0.75909
H -1.04629 -1.89244 0.79886
H -0.98265 -2.64550 -0.85446
H -0.59557 -0.97501 -0.56986
H 1.50395 -2.24430 -0.89524
H -0.94224 3.59961 -0.02072
H -2.17468 2.84623 0.91735
H -2.07062 2.36206 -0.64748
```

Values from the calculation:
* charge: +1
* E_LUMO: -4.9790 eV
* energy above the lowest of the compared OMol25 structures with the same formula, charge and spin: 613.02 kJ/mol
* DFT total energy: -8904.2756 eV
* Kohn-Sham gap: 7.340 eV
* max |F|: 4.35 eV Å⁻¹


# 2
A single C8H12NPS2 molecule, computed with wB97M-V/def2-TZVPD.

```
24
C8H12NPS2, DFT wB97M-V/def2-TZVPD
C -2.80082 1.02956 1.77600
C -2.76200 0.12888 0.67049
C -1.68734 1.21678 2.51887
C -1.66788 -0.71854 0.52163
C -0.45396 0.58532 2.12855
C -0.41948 -0.39912 1.13836
C 1.05457 -1.26425 -2.32070
C 0.92883 0.84882 -1.30266
N 1.38259 -0.56740 -1.08700
P 1.11548 -1.30792 0.59897
S 2.04166 -0.59002 -3.81610
S 2.61986 -0.33811 1.74345
H -3.57871 1.73357 2.11272
H -3.64516 0.00600 0.11951
H -1.59973 1.96895 3.41958
H -1.51901 -1.47717 -0.18761
H 0.35245 0.88737 2.62920
H 3.26404 -0.88683 -3.27745
H 1.30512 -2.24218 -2.05618
H -0.15031 -1.22512 -2.50154
H 1.74558 1.35212 -1.56604
H 0.12527 0.78500 -2.01620
H 0.61455 1.34051 -0.37195
H 3.73441 -0.86624 1.12609
```

Values from the calculation:
* charge: 0
* E_LUMO: 0.5574 eV
* SMILES string: CN(CS)P(S)c1ccccc1
* energy above the lowest of the compared OMol25 structures with the same formula, charge and spin: 145.18 kJ/mol
* DFT total energy: -40938.0446 eV
* Kohn-Sham gap: 9.151 eV
* max |F|: 4.34 eV Å⁻¹